Formula: C10H18IN2O
Source: the OMol25 dataset
Level of theory: the ωB97M-V functional and the def2-TZVPD basis

Energy above the lowest of the compared OMol25 structures with the same formula, charge and spin, kcal/mol: 116.2
Net charge: +1
Lowest unoccupied orbital energy (spin up / spin down), eV: -4.157 / -4.683

Each line ends with the natural charge from an NBO analysis.
Element x y z (Å)
C1 2.2659 2.3408 0.3075  -0.459
C2 0.9256 1.7242 0.2583  -0.419
C3 -1.1087 -0.2299 -1.7558  -0.194
C4 -0.8760 -0.7252 0.5491  -0.347
C5 3.3387 1.4266 0.8542  -0.059
C6 2.2974 -0.4288 -0.1037  -0.051
C7 -2.2239 -1.1851 -1.4095  -0.407
C8 0.9823 0.3691 -0.5993  -0.062
C9 -1.8662 -2.6012 -1.8822  -0.212
C10 -2.1938 -1.0949 0.0696  0.254
N1 -0.1651 -0.4357 -0.7094  -0.433
N2 -3.2435 -1.6040 1.0026  -0.730
O1 3.4219 0.3211 0.0162  -0.515
I1 -3.4363 -4.0160 -1.6636  0.179
H1 2.8198 2.7407 -0.6429  0.228
H2 2.2084 3.2805 0.7827  0.230
H3 0.6294 1.2624 1.2440  0.187
H4 0.2534 2.3622 -0.2368  0.219
H5 -0.6192 -0.3398 -2.7080  0.232
H6 -1.3978 0.7637 -1.7150  0.185
H7 -0.7676 0.2239 1.2253  0.242
H8 -0.3808 -1.5960 0.9296  0.237
H9 4.3453 1.8298 0.9267  0.213
H10 3.0970 1.0329 1.9014  0.150
H11 2.0076 -0.8605 0.9044  0.125
H12 2.5567 -1.3035 -0.6454  0.203
H13 -3.1676 -0.8828 -1.8915  0.247
H14 1.2226 0.8146 -1.5476  0.210
H15 -0.8617 -2.9190 -1.6215  0.201
H16 -3.6187 -2.7143 0.9613  0.455
H17 -4.1410 -1.1109 0.9971  0.452
H18 -2.7694 -1.5388 1.8663  0.441

=====

Formula: C10H18N2O2
Source: the OMol25 dataset
Level of theory: the ωB97M-V functional and the def2-TZVPD basis

Energy above the lowest of the compared OMol25 structures with the same formula, charge and spin, kcal/mol: 1.5
Lowest unoccupied orbital energy, eV: 0.680

Each line ends with the natural charge from an NBO analysis.
Element x y z (Å)
C1 -4.7710 -0.5884 -1.2520  -0.609
C2 -4.4658 -0.1121 0.1632  -0.396
C3 -3.2800 0.8518 0.2338  -0.388
C4 -1.9430 0.2712 -0.2310  -0.401
C5 -1.4813 -0.9184 0.6128  -0.405
C6 -0.0483 -1.3647 0.2946  -0.412
H1 0.0383 -2.4430 0.4394  0.213
H2 0.1760 -1.1541 -0.7529  0.207
C7 1.0135 -0.7024 1.1887  -0.033
N1 1.0043 0.7434 1.0934  -0.636
C8 1.5487 1.4152 0.0541  0.788
O1 1.3591 2.5867 -0.1704  -0.621
N2 2.3858 0.6485 -0.7608  -0.668
C9 2.8522 -0.6164 -0.5169  0.691
O2 3.5676 -1.1915 -1.2975  -0.572
C10 2.4184 -1.1773 0.8211  -0.513
H3 2.4765 -2.2644 0.7864  0.245
H4 3.1374 -0.8206 1.5640  0.243
H5 2.7300 1.1185 -1.5900  0.430
H6 0.3191 1.2566 1.6258  0.415
H7 0.8025 -0.9604 2.2330  0.210
H8 -1.5585 -0.6691 1.6744  0.189
H9 -2.1544 -1.7564 0.4278  0.210
H10 -1.2007 1.0701 -0.1920  0.208
H11 -2.0215 -0.0411 -1.2735  0.200
H12 -3.5046 1.7265 -0.3810  0.203
H13 -3.1746 1.1962 1.2662  0.195
H14 -4.2829 -0.9741 0.8073  0.192
H15 -5.3438 0.4055 0.5571  0.203
H16 -4.9062 0.2612 -1.9177  0.203
H17 -5.6840 -1.1796 -1.2614  0.211
H18 -3.9662 -1.2065 -1.6413  0.198

=====

Formula: C10H18N2O5
Source: the OMol25 dataset
Level of theory: the ωB97M-V functional and the def2-TZVPD basis

Energy above the lowest of the compared OMol25 structures with the same formula, charge and spin, kcal/mol: 142.5
Lowest unoccupied orbital energy, eV: 0.182

Each line ends with the natural charge from an NBO analysis.
Element x y z (Å)
C1 -1.6141 -1.6825 0.8698  -0.131
C2 -0.4003 -1.2056 -0.0867  0.679
C3 -2.7942 -0.7865 0.2508  -0.406
C4 -2.5797 0.7856 0.6603  -0.565
C5 -2.3227 1.5856 -0.6627  0.814
C6 1.6676 -0.0441 -0.0464  -0.190
C7 2.4613 -0.8918 -1.0587  0.795
C8 2.3762 0.7865 0.9483  -0.220
C9 1.2950 1.5629 1.8570  -0.634
C10 3.1578 2.0723 0.3813  -0.607
H1 -2.2408 -1.3518 2.8070  0.400
H2 -1.0802 -2.6880 2.6260  0.397
H3 -1.8272 -2.6731 0.5218  0.200
H4 -2.9184 -0.8068 -0.9040  0.293
H5 -3.7822 -1.3521 0.6026  0.214
H6 -1.7777 1.0514 1.4086  0.241
H7 -3.5550 0.9745 1.1312  0.258
H8 -2.8476 1.1145 -2.6648  0.517
H9 0.5074 -1.0019 1.7076  0.465
H10 0.9676 0.6857 -0.6176  0.243
H11 3.1154 0.2784 1.5237  0.222
H12 1.6519 2.3272 2.5143  0.226
H13 0.8296 0.9884 2.6266  0.194
H14 0.3643 1.9370 1.2962  0.218
H15 2.5462 2.8933 -0.0268  0.220
H16 3.8868 2.2639 1.3721  0.206
H17 3.9772 1.8466 -0.3558  0.233
H18 0.5596 -1.5575 -1.4547  0.477
N1 -1.4032 -1.6879 2.2173  -0.877
N2 0.6614 -0.9220 0.6373  -0.593
O1 -0.6160 -0.9683 -1.3628  -0.683
O2 -1.4881 2.4689 -0.9353  -0.572
O3 -3.2897 1.0935 -1.5680  -0.735
O4 3.7384 -0.7274 -1.0275  -0.590
O5 1.5723 -1.8362 -1.7033  -0.714

=====

Formula: C10H18N3
Source: the OMol25 dataset
Level of theory: the ωB97M-V functional and the def2-TZVPD basis

Energy above the lowest of the compared OMol25 structures with the same formula, charge and spin, kcal/mol: 47.0
Expectation value of S²: 0.7538
Lowest unoccupied orbital energy (spin up / spin down), eV: 0.913 / 0.836
Multiplicity: 2

Each line ends with the Mulliken spin population.
Element x y z (Å)
C1 2.8504 -1.0885 -0.1313  -0.001
C2 -0.6807 -3.1013 1.3223  0.000
C3 -0.4521 -3.0422 -0.0027  0.002
C4 0.1673 -2.4869 2.2644  0.001
C5 0.6516 -2.3048 -0.4890  -0.002
C6 1.3220 -1.7768 1.7729  0.003
C7 1.5910 -1.7801 0.4073  -0.003
H1 -1.5273 -3.8443 1.5699  0.000
H2 -1.0038 -3.5169 -0.7565  -0.001
H3 0.0106 -2.5515 3.3212  0.000
H4 0.9529 -2.3504 -1.5713  0.000
H5 1.8691 -1.1667 2.4181  0.002
H6 2.9301 -1.3517 -1.2334  -0.001
H7 3.6950 -1.7149 0.3873  0.000
H8 2.9661 -0.0219 0.1119  0.001
C8 -1.0982 0.7231 0.0676  -0.004
C9 -1.8465 -0.0085 -1.0480  0.034
C10 -0.5365 3.1617 -0.4571  0.750
N1 -1.4713 2.1692 -0.1998  0.142
N2 0.8384 3.2241 -0.2351  0.069
N3 -1.0864 4.2447 -1.2164  0.053
H9 -1.4972 0.5608 1.0617  0.025
H10 -0.0738 0.6668 -0.0660  -0.025
H11 -2.9050 0.1141 -1.2942  -0.002
H12 -2.0016 -1.0793 -0.8877  -0.012
H13 -2.5290 2.0895 -0.2091  -0.046
H14 1.3844 2.6335 0.3720  -0.009
H15 1.3815 4.0085 -0.5513  0.000
H16 -2.0745 4.4591 -1.2299  0.018
H17 -0.4571 5.0878 -1.3909  0.008
H18 -1.3697 0.0438 -2.1069  -0.003

=====

Formula: C10H18N3
Source: the OMol25 dataset
Level of theory: the ωB97M-V functional and the def2-TZVPD basis

Energy above the lowest of the compared OMol25 structures with the same formula, charge and spin, kcal/mol: 99.0
Net charge: +1
Lowest unoccupied orbital energy, eV: -5.263

Each line ends with the natural charge from an NBO analysis.
Element x y z (Å)
C1 -1.5471 3.0158 0.0163  -0.381
C2 -0.6805 2.6415 -1.0052  0.212
C3 -1.1206 2.8538 1.3528  0.210
C4 0.8532 1.7941 0.5600  0.550
C5 1.6134 -1.8730 -0.2126  -0.639
C6 -0.0488 -3.7231 -0.4221  -0.672
C7 -2.1561 -2.0293 0.9083  -0.650
C8 1.4077 1.8558 -1.8883  -0.437
C9 0.2020 -2.2948 0.0833  0.061
C10 -0.7408 -1.6135 0.7401  -0.244
N1 0.1247 2.4173 1.5550  -0.529
N2 0.5449 2.0950 -0.7996  -0.324
N3 1.9121 1.1153 0.7716  -0.661
H1 -2.5153 3.1749 -0.3107  0.266
H2 -0.8232 3.1089 -2.0021  0.249
H3 -1.6430 2.9890 2.2504  0.245
H4 1.9566 -2.3908 -1.0616  0.214
H5 1.6263 -0.8235 -0.4275  0.210
H6 2.2214 -2.0818 0.6046  0.225
H7 -0.8366 -3.7046 -1.2626  0.225
H8 -0.7060 -4.2520 0.2546  0.230
H9 0.8571 -4.2360 -0.7743  0.227
H10 -2.8122 -1.5782 0.0283  0.215
H11 -2.5601 -1.8244 1.9260  0.225
H12 -2.2681 -3.1781 0.7847  0.222
H13 1.6073 2.8412 -2.3526  0.230
H14 2.3661 1.3772 -1.6475  0.285
H15 0.7711 1.2561 -2.6378  0.239
H16 0.6181 2.6184 2.4552  0.458
H17 -0.5373 -0.5321 0.8314  0.151
H18 2.3136 0.9809 1.6816  0.387

=====

Formula: C10H18N3O
Source: the OMol25 dataset
Level of theory: the ωB97M-V functional and the def2-TZVPD basis

Energy above the lowest of the compared OMol25 structures with the same formula, charge and spin, kcal/mol: 50.7
Net charge: +1
Lowest unoccupied orbital energy, eV: -2.955

Each line ends with the natural charge from an NBO analysis.
Element x y z (Å)
C1 -1.5216 -0.3593 2.1463  -0.613
C2 -0.9824 -2.6684 -1.2618  0.305
C3 -0.7442 -3.2750 -0.0434  -0.252
C4 -1.6223 -1.4694 -1.4942  -0.272
C5 -0.9303 -2.4095 1.0255  -0.171
C6 -1.8372 -0.5548 -0.4038  -0.218
C7 -1.3530 -1.0608 0.8119  -0.093
O1 -0.4313 -3.2694 -2.3843  -0.677
H1 -0.3379 -4.2771 -0.1716  0.229
H2 -0.3910 -4.2675 -2.2563  0.482
H3 -2.0202 -1.1268 -2.4188  0.237
H4 -0.6359 -2.7682 2.0040  0.219
H5 -2.1925 0.4691 -0.4676  0.218
H6 -1.2225 0.6994 2.0442  0.154
H7 -0.8731 -0.8307 2.9141  0.223
H8 -2.5251 -0.4854 2.5935  0.241
C8 1.0201 1.2685 -1.0244  -0.265
C9 1.1215 2.4434 -2.0022  -0.624
C10 1.5269 2.3417 1.1333  0.689
N1 0.6613 1.8221 0.2732  -0.545
N2 2.8240 2.5371 0.7483  -0.765
N3 1.1182 2.9091 2.3114  -0.812
H9 0.3905 0.4384 -1.2370  0.262
H10 1.9243 0.6106 -0.8974  0.216
H11 0.3228 3.2704 -1.8089  0.232
H12 0.8703 2.0905 -3.0080  0.255
H13 -0.2209 1.4369 0.6804  0.438
H14 3.0590 2.4280 -0.2272  0.424
H15 3.2521 3.2898 1.2660  0.424
H16 0.1193 3.0322 2.4583  0.421
H17 1.6068 2.7390 3.2302  0.440
H18 2.0632 2.9025 -1.7819  0.196

=====

Formula: C10H18NO
Source: the OMol25 dataset
Level of theory: the ωB97M-V functional and the def2-TZVPD basis

Energy above the lowest of the compared OMol25 structures with the same formula, charge and spin, kcal/mol: 67.9
Net charge: +1
Lowest unoccupied orbital energy, eV: -4.121

Each line ends with the natural charge from an NBO analysis.
Element x y z (Å)
C1 1.1715 0.6155 -0.0047  -0.083
C2 2.4397 0.2021 -0.1226  0.007
C3 3.1495 2.4880 -0.8789  -0.309
C4 3.4100 1.1438 -0.7206  -0.221
C5 2.7445 -1.2251 0.1892  -0.443
C6 1.6462 -2.1940 -0.1673  -0.466
C7 0.4065 -1.6289 0.4480  0.506
C8 -0.6217 -2.4826 1.1083  -0.681
C9 -3.2736 0.2291 -0.8627  -0.237
C10 -2.2850 2.2998 0.0811  -0.234
N1 0.1888 -0.3466 0.5365  -0.482
O1 -2.4186 0.9322 0.0313  -0.593
H1 0.9703 1.7544 -0.2644  0.256
H2 3.8706 3.2696 -1.0993  0.230
H3 2.3563 2.9089 -0.4060  0.168
H4 4.2859 0.6592 -1.2224  0.230
H5 3.6797 -1.5754 -0.2848  0.250
H6 2.9295 -1.3257 1.2196  0.236
H7 1.3133 -2.1340 -1.1712  0.260
H8 1.9414 -3.1935 0.2166  0.267
H9 -0.7043 0.1227 0.7031  0.475
H10 -0.3842 -2.4938 2.1805  0.274
H11 -0.5958 -3.5077 0.8699  0.256
H12 -1.5644 -1.9596 0.9225  0.244
H13 -2.8082 -0.7466 -0.8448  0.172
H14 -4.2477 0.1113 -0.4784  0.192
H15 -3.3010 0.5472 -1.9235  0.192
H16 -1.3225 2.5871 0.5026  0.174
H17 -2.0955 2.6188 -0.9877  0.172
H18 -3.0371 2.8063 0.5747  0.190